No. 1
DFT (ωB97M-V with the def2-TZVPD basis set) results for 9 unconnected molecules or ions with the total composition C59H57F8N3O5P in a non-equilibrium geometry.

Each line ends with the Löwdin charge.
Atoms and positions in Å:
O (1.6292, 0.2856, -5.2700)  0.05
N (0.3942, 0.1442, -5.2626)  0.01
O (0.2027, -1.2124, -5.1957)  -0.13
C (-0.5938, -1.5092, -6.4279)  -0.10
C (-2.2278, -1.4178, -6.1139)  -0.19
C (-2.8598, -2.7904, -5.4764)  -0.22
C (-1.8528, -3.6372, -4.4970)  -0.08
C (-1.9638, -3.7120, -2.8409)  0.01
C (-0.9904, -4.5558, -1.8460)  -0.06
N (0.1497, -5.3417, -2.3997)  0.00
C (0.2863, -5.3271, -3.8841)  -0.09
C (-0.5897, -4.5919, -5.0410)  -0.01
C (-4.2737, -2.3151, -4.7184)  -0.14
C (-5.0359, -1.0816, -5.5283)  -0.14
C (-4.5343, -0.8836, -7.0735)  -0.16
N (-3.0355, -0.8711, -7.2738)  -0.15
P (-2.7158, -1.6304, -8.8535)  0.80
O (-1.3316, -1.1549, -9.5317)  -0.31
O (-2.9210, -3.3671, -8.8906)  -0.16
O (-3.9615, -0.9959, -9.9520)  -0.17
H (-0.3004, -2.5376, -6.9143)  0.14
H (-0.3240, -0.6260, -7.1790)  0.13
H (-2.3075, -0.5948, -5.2518)  0.19
H (-3.2275, -3.5645, -6.3083)  0.15
H (-2.8489, -3.1109, -2.3177)  0.09
H (-1.1546, -4.5808, -0.6658)  0.12
H (1.2029, -5.9694, -4.3050)  0.12
H (-0.3546, -4.6933, -6.2033)  0.09
H (-4.0628, -1.8726, -3.6300)  0.12
H (-4.9308, -3.2864, -4.6649)  0.14
H (-6.1979, -1.2277, -5.4565)  0.14
H (-4.7500, -0.0758, -4.9526)  0.13
H (-5.0175, 0.1048, -7.5386)  0.17
H (-4.9685, -1.8093, -7.6860)  0.15
H (-2.7498, 0.1496, -7.3714)  0.21
H (-2.1953, -3.8435, -8.3910)  0.10
H (-3.9461, -1.5012, -10.8183)  0.12
F (0.2978, -4.3538, 2.0919)  0.03
C (0.9757, -5.5089, 2.0629)  -0.27
C (1.7655, -5.8662, 3.1502)  0.00
C (2.4675, -7.0712, 3.1225)  -0.07
C (2.3803, -7.9011, 2.0021)  -0.08
C (1.5889, -7.5313, 0.9136)  -0.08
C (0.8783, -6.3317, 0.9463)  -0.02
H (1.8277, -5.2049, 4.0083)  0.12
H (3.0816, -7.3633, 3.9708)  0.09
H (2.9315, -8.8388, 1.9791)  0.10
H (1.5258, -8.1769, 0.0410)  0.11
H (0.2514, -6.0330, 0.1127)  0.06
F (4.4197, -6.5404, 5.3232)  0.04
C (4.1190, -6.1501, 6.5690)  -0.29
C (3.3462, -6.9767, 7.3772)  -0.02
C (3.0373, -6.5731, 8.6761)  -0.08
C (3.4959, -5.3411, 9.1490)  -0.09
C (4.2667, -4.5163, 8.3284)  -0.08
C (4.5848, -4.9252, 7.0335)  -0.02
H (2.9919, -7.9264, 6.9899)  0.12
H (2.4403, -7.2156, 9.3186)  0.11
H (3.2509, -5.0247, 10.1607)  0.10
H (4.6191, -3.5560, 8.6972)  0.11
H (5.1903, -4.3005, 6.3853)  0.12
F (-1.8728, 0.8541, 0.1196)  0.05
C (-1.1436, 0.3786, 1.1379)  -0.33
C (-0.6129, 1.2628, 2.0708)  -0.02
C (0.1421, 0.7677, 3.1341)  -0.07
C (0.3673, -0.6065, 3.2465)  -0.08
C (-0.1655, -1.4854, 2.3022)  -0.06
C (-0.9296, -0.9910, 1.2455)  -0.03
H (-0.7912, 2.3276, 1.9626)  0.12
H (0.5549, 1.4500, 3.8731)  0.11
H (0.9599, -0.9917, 4.0735)  0.11
H (0.0146, -2.5541, 2.3895)  0.08
H (-1.3587, -1.6607, 0.5076)  0.11
F (5.9285, 2.6886, 0.1714)  0.06
C (4.9209, 2.3684, -0.6514)  -0.27
C (5.1923, 1.6866, -1.8325)  -0.01
C (4.1430, 1.3485, -2.6870)  -0.07
C (2.8337, 1.7061, -2.3556)  -0.12
C (2.5721, 2.3948, -1.1702)  -0.09
C (3.6202, 2.7228, -0.3107)  0.00
H (6.2165, 1.4246, -2.0774)  0.12
H (4.3438, 0.8087, -3.6091)  0.11
H (2.0161, 1.4461, -3.0246)  0.07
H (1.5527, 2.6756, -0.9164)  0.11
H (3.4338, 3.2500, 0.6190)  0.10
F (-0.7476, 6.9853, -5.0759)  0.07
C (-0.0696, 5.8303, -5.1049)  -0.29
C (0.7202, 5.4730, -4.0176)  0.00
C (1.4221, 4.2680, -4.0452)  -0.07
C (1.3349, 3.4380, -5.1656)  -0.10
C (0.5435, 3.8079, -6.2541)  -0.09
C (-0.1670, 5.0075, -6.2215)  -0.02
H (0.7823, 6.1342, -3.1595)  0.12
H (2.0362, 3.9758, -3.1970)  0.08
H (1.8862, 2.5004, -5.1886)  0.07
H (0.4805, 3.1622, -7.1268)  0.10
H (-0.7940, 5.3061, -7.0551)  0.11
F (5.8008, 7.3040, 5.7345)  0.06
C (5.6771, 6.4690, 4.6942)  -0.29
C (6.7887, 5.7630, 4.2476)  -0.02
C (6.6592, 4.8897, 3.1677)  -0.07
C (5.4206, 4.7403, 2.5389)  -0.09
C (4.3119, 5.4572, 2.9914)  -0.08
C (4.4393, 6.3219, 4.0783)  -0.02
H (7.7446, 5.8982, 4.7430)  0.12
H (7.5205, 4.3272, 2.8158)  0.11
H (5.3211, 4.0624, 1.6939)  0.06
H (3.3499, 5.3424, 2.4979)  0.10
H (3.5858, 6.8801, 4.4487)  0.11
F (-4.0848, -1.2203, 4.6409)  0.06
C (-4.4647, -0.0550, 4.1003)  -0.28
C (-5.3060, 0.7894, 4.8165)  -0.01
C (-5.6977, 2.0052, 4.2562)  -0.09
C (-5.2520, 2.3584, 2.9801)  -0.10
C (-4.4119, 1.5018, 2.2672)  -0.07
C (-4.0114, 0.2913, 2.8323)  -0.01
H (-5.6489, 0.4946, 5.8029)  0.12
H (-6.3490, 2.6760, 4.8111)  0.11
H (-5.5614, 3.3048, 2.5416)  0.09
H (-4.0696, 1.7770, 1.2725)  0.10
H (-3.3516, -0.3824, 2.2958)  0.10
F (-4.3302, 4.9371, 3.2203)  0.05
C (-3.8004, 5.5503, 4.2871)  -0.28
C (-3.8586, 4.9313, 5.5309)  -0.01
C (-3.3026, 5.5670, 6.6410)  -0.08
C (-2.7037, 6.8209, 6.4966)  -0.10
C (-2.6548, 7.4363, 5.2449)  -0.08
C (-3.2009, 6.7953, 4.1331)  -0.02
H (-4.3351, 3.9610, 5.6255)  0.10
H (-3.3359, 5.0880, 7.6164)  0.11
H (-2.2741, 7.3184, 7.3635)  0.10
H (-2.1918, 8.4140, 5.1357)  0.11
H (-3.1637, 7.2552, 3.1512)  0.11

total charge = +1

---

No. 2
DFT (ωB97M-V with the def2-TZVPD basis set) results for 8 unconnected molecules or ions with the total composition C41H95NO14.

Each line ends with the Löwdin charge.
Atoms and positions in Å:
C (6.6602, 1.2980, 2.7612)  -0.06
C (5.3189, 1.4229, 3.4870)  -0.25
O (4.5893, 2.4921, 2.9021)  -0.14
C (4.0532, 3.4620, 3.7636)  -0.21
C (2.5426, 3.3828, 3.9145)  -0.18
O (1.9353, 3.4970, 2.6406)  -0.14
C (0.7861, 4.3198, 2.5726)  -0.18
C (-0.2118, 3.7350, 1.5762)  -0.16
O (-1.3208, 3.1952, 2.2828)  -0.12
C (-2.5028, 3.0661, 1.5373)  -0.10
C (-3.1699, 1.6698, 1.7020)  -0.42
N (-3.6625, 1.2167, 0.4540)  0.15
O (-2.1791, 0.7746, 2.3005)  0.12
C (-2.3132, 0.8391, 3.6361)  -0.54
O (-1.6355, 0.2542, 4.4300)  0.16
O (-3.3658, 1.6515, 3.9627)  0.09
C (-4.2208, 1.5963, 2.8084)  -0.24
C (-5.3582, 2.5947, 2.8265)  -0.07
C (-6.0340, 2.7969, 4.1888)  -0.39
C (-6.1404, 1.5437, 5.0693)  -0.03
O (-7.3395, 3.3040, 3.8472)  -0.06
H (6.5640, 1.7280, 1.7625)  0.08
H (6.9452, 0.2484, 2.6460)  0.06
H (7.4698, 1.7923, 3.3032)  0.06
H (5.5273, 1.5843, 4.5490)  0.11
H (4.7854, 0.4758, 3.3692)  0.11
H (4.2791, 4.4449, 3.3256)  0.12
H (4.5161, 3.4467, 4.7580)  0.11
H (2.2397, 2.4344, 4.3741)  0.13
H (2.2382, 4.2127, 4.5661)  0.13
H (1.0794, 5.3317, 2.2643)  0.12
H (0.2642, 4.3872, 3.5341)  0.13
H (-0.5403, 4.5014, 0.8666)  0.12
H (0.2989, 2.9318, 1.0300)  0.14
H (-3.2086, 3.8395, 1.8559)  0.12
H (-2.3312, 3.2148, 0.4668)  0.13
H (-4.3795, 0.5105, 0.5434)  0.09
H (-2.9357, 0.8993, -0.1737)  0.10
H (-4.6317, 0.5774, 2.7495)  0.16
H (-6.1275, 2.2842, 2.1166)  0.14
H (-4.9950, 3.5650, 2.4803)  0.11
H (-5.5104, 3.5904, 4.7309)  0.14
H (-5.4774, 1.6166, 5.9328)  0.08
H (-5.9162, 0.6212, 4.5355)  0.07
H (-7.1636, 1.4583, 5.4446)  0.08
H (-7.7416, 3.6607, 4.6451)  0.09
C (8.0427, 2.0669, 8.8838)  -0.08
C (8.6110, 1.7836, 7.5037)  -0.28
O (7.7665, 2.1792, 6.4374)  -0.17
C (7.4586, 3.5612, 6.3845)  -0.28
C (8.6715, 4.4608, 6.2181)  -0.08
H (7.0507, 1.6251, 8.9858)  0.08
H (8.6940, 1.6395, 9.6468)  0.08
H (7.9601, 3.1362, 9.0834)  0.07
H (8.7371, 0.7086, 7.3737)  0.12
H (9.6040, 2.2348, 7.3968)  0.11
H (6.8800, 3.8573, 7.2671)  0.11
H (6.8021, 3.6822, 5.5219)  0.10
H (9.3272, 4.4322, 7.0892)  0.07
H (8.3505, 5.4937, 6.0798)  0.08
H (9.2527, 4.1578, 5.3462)  0.08
C (4.3433, -4.0159, 4.4796)  -0.08
C (4.5030, -2.9042, 3.4569)  -0.28
O (5.7387, -2.2178, 3.5460)  -0.17
C (6.8987, -3.0034, 3.3425)  -0.28
C (6.9701, -3.6474, 1.9690)  -0.07
H (4.5096, -3.6322, 5.4869)  0.08
H (3.3370, -4.4331, 4.4266)  0.08
H (5.0486, -4.8311, 4.3084)  0.06
H (3.7439, -2.1393, 3.6227)  0.12
H (4.3477, -3.2894, 2.4420)  0.11
H (6.9925, -3.7630, 4.1269)  0.11
H (7.7328, -2.3126, 3.4692)  0.12
H (6.1888, -4.3947, 1.8243)  0.05
H (7.9295, -4.1493, 1.8398)  0.08
H (6.8649, -2.8923, 1.1886)  0.08
C (-5.2140, 0.3984, -4.4098)  -0.07
C (-3.7616, 0.5373, -3.9874)  -0.27
O (-3.4140, -0.2410, -2.8494)  -0.17
C (-3.6372, -1.6350, -2.9887)  -0.28
C (-2.8748, -2.2752, -4.1351)  -0.08
H (-5.8813, 0.6269, -3.5771)  0.09
H (-5.4370, 1.0796, -5.2308)  0.07
H (-5.4420, -0.6085, -4.7603)  0.05
H (-3.5474, 1.5679, -3.7045)  0.12
H (-3.1004, 0.2958, -4.8271)  0.11
H (-4.7094, -1.8337, -3.0987)  0.11
H (-3.3293, -2.0774, -2.0409)  0.12
H (-3.2076, -1.8899, -5.0996)  0.06
H (-3.0440, -3.3528, -4.1349)  0.08
H (-1.8026, -2.0968, -4.0454)  0.08
C (-8.9322, -1.5188, -8.1762)  -0.07
C (-8.6194, -0.5322, -7.0638)  -0.28
O (-7.3596, 0.1044, -7.1912)  -0.18
C (-7.1712, 0.8803, -8.3615)  -0.28
C (-8.1476, 2.0353, -8.5012)  -0.08
H (-8.1319, -2.2539, -8.2705)  0.06
H (-9.8622, -2.0438, -7.9552)  0.08
H (-9.0541, -1.0251, -9.1412)  0.07
H (-8.5704, -1.0580, -6.1093)  0.12
H (-9.4192, 0.2115, -6.9752)  0.11
H (-7.1999, 0.2448, -9.2541)  0.11
H (-6.1547, 1.2665, -8.2803)  0.12
H (-9.1716, 1.6918, -8.6537)  0.07
H (-7.8744, 2.6490, -9.3600)  0.08
H (-8.1289, 2.6608, -7.6078)  0.08
C (3.7957, 5.2083, -0.2808)  -0.06
C (2.3152, 5.3456, -0.5859)  -0.27
O (1.7307, 6.5461, -0.1059)  -0.17
C (2.2654, 7.7459, -0.6329)  -0.28
C (2.1199, 7.8797, -2.1394)  -0.08
H (3.9758, 5.3309, 0.7878)  0.08
H (4.1432, 4.2178, -0.5741)  0.08
H (4.3963, 5.9448, -0.8178)  0.07
H (1.7728, 4.5482, -0.0775)  0.10
H (2.1252, 5.2258, -1.6589)  0.11
H (3.3153, 7.8611, -0.3399)  0.11
H (1.7087, 8.5424, -0.1387)  0.12
H (2.7178, 7.1424, -2.6765)  0.07
H (2.4519, 8.8687, -2.4571)  0.08
H (1.0776, 7.7521, -2.4347)  0.08
C (-7.3180, -6.0497, -8.4398)  -0.08
C (-6.1364, -6.0795, -7.4852)  -0.28
O (-5.1042, -5.1689, -7.8161)  -0.16
C (-5.4738, -3.8023, -7.8315)  -0.27
C (-5.9789, -3.2792, -6.4982)  -0.07
H (-6.9825, -6.1962, -9.4673)  0.08
H (-8.0197, -6.8449, -8.1860)  0.08
H (-7.8608, -5.1041, -8.3917)  0.06
H (-5.6634, -7.0612, -7.5158)  0.12
H (-6.4742, -5.9218, -6.4543)  0.11
H (-6.2126, -3.6135, -8.6197)  0.10
H (-4.5669, -3.2684, -8.1157)  0.12
H (-6.9240, -3.7415, -6.2060)  0.07
H (-6.1420, -2.2013, -6.5600)  0.06
H (-5.2489, -3.4770, -5.7111)  0.07
C (2.9648, -7.5267, 1.6364)  -0.08
C (4.4003, -7.1065, 1.3707)  -0.29
O (5.3450, -8.1498, 1.5194)  -0.16
C (5.1831, -9.2567, 0.6516)  -0.28
C (5.2939, -8.9090, -0.8233)  -0.08
H (2.8810, -7.9938, 2.6185)  0.08
H (2.3111, -6.6542, 1.6076)  0.08
H (2.6000, -8.2361, 0.8923)  0.07
H (4.6947, -6.3516, 2.1014)  0.10
H (4.4917, -6.6410, 0.3822)  0.11
H (4.2354, -9.7694, 0.8526)  0.11
H (5.9809, -9.9464, 0.9270)  0.12
H (4.4735, -8.2733, -1.1589)  0.07
H (5.2704, -9.8205, -1.4213)  0.08
H (6.2309, -8.3873, -1.0225)  0.08

structure (SMILES) = CCOCCOCCOC[C@@]1(N)OC(=O)O[C@H]1C[C@H](C)O.CCOCC.CCOCC.CCOCC.CCOCC.CCOCC.CCOCC.CCOCC
total charge = 0

---

No. 3
DFT (ωB97M-V with the def2-TZVPD basis set) results for a molecular structure, C43H40F4IN12S4Sn.

Each line ends with the Löwdin charge.
Atoms and positions in Å:
Sn (-0.0218, 0.0136, -0.1104)  1.31
C (4.3852, -0.6242, -2.8007)  -0.05
C (3.0799, -0.7199, -2.0521)  -0.30
N (2.8851, -0.1839, -0.9053)  -0.01
N (3.9529, 0.3922, -0.3145)  -0.03
C (3.6580, 1.2294, 0.6434)  -0.89
N (4.7385, 1.6308, 1.3932)  0.04
S (2.1289, 1.9042, 1.0687)  0.51
C (1.9529, -1.4617, -2.6536)  -0.22
C (2.1637, -2.3301, -3.7236)  -0.02
C (1.0825, -2.9693, -4.3063)  -0.06
C (-0.1859, -2.7259, -3.8079)  -0.03
C (-0.3045, -1.8729, -2.7206)  -0.14
N (0.7288, -1.2634, -2.1460)  0.03
H (4.9239, 0.2511, -2.4569)  0.06
H (4.2123, -0.5477, -3.8749)  0.07
H (5.0168, -1.4973, -2.6049)  0.09
H (5.6479, 1.4341, 1.0013)  0.08
H (4.6329, 2.5082, 1.8675)  0.05
H (3.1657, -2.5211, -4.0840)  0.10
H (1.2317, -3.6486, -5.1369)  0.11
H (-1.0653, -3.1800, -4.2445)  0.11
H (-1.2772, -1.6627, -2.2920)  0.07
C (0.7351, 4.2875, -2.3587)  -0.08
C (0.8881, 2.7705, -2.1575)  -0.26
N (-0.2414, 1.9042, -2.5043)  -0.20
C (-0.3691, 1.5724, -3.9182)  -0.24
C (-0.7573, 2.6990, -4.8845)  -0.07
C (-1.4788, 2.2898, -1.8374)  -0.24
C (-2.5628, 1.2309, -1.8919)  -0.23
N (-2.1140, 0.0061, -1.2553)  -0.14
C (-2.9220, -1.0719, -1.2279)  -0.27
C (-2.4222, -2.2833, -0.6970)  -0.24
F (-1.1265, -2.2956, -0.2788)  -0.05
C (-3.1185, -3.4605, -0.6399)  -0.26
F (-2.5159, -4.5385, -0.1253)  0.09
C (-4.4106, -3.5644, -1.1185)  0.04
C (-4.9380, -2.4095, -1.6547)  -0.23
F (-6.1820, -2.4391, -2.1634)  0.08
C (-4.2448, -1.2184, -1.7194)  -0.13
F (-4.8901, -0.1878, -2.3159)  0.06
H (1.5443, 4.7933, -1.8218)  0.07
H (0.7882, 4.5948, -3.4036)  0.05
H (-0.2195, 4.6481, -1.9590)  0.06
H (1.7574, 2.4170, -2.7192)  0.12
H (1.1162, 2.6063, -1.1017)  0.00
H (0.5836, 1.1412, -4.2367)  0.11
H (-1.1125, 0.7767, -3.9943)  0.10
H (0.0604, 3.4060, -5.0217)  0.05
H (-0.9988, 2.2710, -5.8601)  0.07
H (-1.6332, 3.2468, -4.5297)  0.07
H (-1.2217, 2.4560, -0.7871)  0.06
H (-1.9214, 3.2217, -2.2233)  0.12
H (-3.4371, 1.6602, -1.3885)  0.13
H (-2.8454, 1.0483, -2.9333)  0.11
H (-4.9804, -4.4817, -1.0684)  0.13
S (-5.3247, -4.9052, 4.3404)  0.51
C (-4.3348, -3.6052, 4.0105)  -1.11
S (-4.4027, -2.7054, 2.5295)  0.96
C (-3.0374, -1.6731, 3.0283)  -1.10
N (-2.5904, -2.0241, 4.1932)  -0.01
N (-3.3192, -3.0756, 4.7499)  -0.15
C (-2.8555, -3.5082, 6.0310)  -0.20
C (-1.4836, -3.4633, 6.2713)  -0.02
C (-0.9781, -3.8864, 7.4906)  -0.09
C (-1.8330, -4.3483, 8.4820)  -0.11
C (-3.2019, -4.3477, 8.2545)  -0.09
C (-3.7198, -3.9219, 7.0386)  -0.05
S (-2.5104, -0.3874, 2.0540)  0.54
H (-0.8331, -3.0954, 5.4895)  0.10
H (0.0908, -3.8595, 7.6674)  0.10
H (-1.4362, -4.7019, 9.4265)  0.09
H (-3.8807, -4.6766, 9.0324)  0.10
H (-4.7837, -3.9093, 6.8713)  0.07
N (-0.2753, 11.3752, 2.2068)  0.14
C (-0.3435, 10.2258, 2.2250)  -0.19
C (-0.4417, 8.7887, 2.2544)  -0.24
C (-0.8730, 8.1420, 3.4098)  -0.02
C (-0.9952, 6.7660, 3.4384)  0.00
C (-0.6847, 6.0041, 2.3145)  -0.16
C (-0.2474, 6.6537, 1.1600)  0.01
C (-0.1276, 8.0286, 1.1300)  -0.02
N (-0.8107, 4.6037, 2.3458)  -0.01
C (-1.1774, 3.8081, 3.4278)  -0.04
C (-1.1549, 2.5285, 2.9814)  -0.14
N (-0.7912, 2.4996, 1.6453)  0.01
C (-0.5937, 3.7391, 1.3026)  -0.19
H (-1.1093, 8.7262, 4.2897)  0.12
H (-1.3342, 6.2883, 4.3470)  0.10
H (0.0140, 6.0865, 0.2759)  0.10
H (0.2170, 8.5208, 0.2302)  0.12
H (-1.4149, 4.2060, 4.3993)  0.11
H (-1.3983, 1.6181, 3.5092)  0.05
H (-0.2606, 4.0605, 0.3261)  0.10
I (5.3288, -2.6290, 2.3387)  0.82
C (3.4065, -1.9065, 2.7310)  -0.72
C (3.1133, -1.2941, 3.9371)  -0.14
C (1.8236, -0.8300, 4.1392)  -0.05
C (0.8948, -0.9678, 3.1202)  -0.17
N (1.1893, -1.5494, 1.9547)  0.00
C (2.4226, -2.0234, 1.7639)  -0.23
H (3.8723, -1.1794, 4.7005)  0.09
H (1.5493, -0.3486, 5.0687)  0.11
H (-0.1285, -0.6123, 3.2191)  0.04
H (2.6164, -2.5052, 0.8116)  0.10

ΔE to the lowest compared entry with this formula, charge and spin = 32.86 kJ/mol
total charge = -1

---

| no. | Kohn-Sham gap (eV) | energy (Ha) | LUMO energy (eV) |
| --- | --- | --- | --- |
| 1 | 6.0 | -3962.459380 | -4.13 |
| 2 | 9.6 | -2727.107204 | 0.69 |
| 3 | 6.1 | -4823.920394 | 1.56 |